74
Properties=species:S:1:pos:R:3:lowdin_charge:R:1 method="wB97M-V/def2-TZVPD" energy_ha=-1937.7424 e_above_lowest_kcal_mol=15.1 orbital_gap_ev=5.1818 charge=-1
O -0.2161 -1.7521 -2.6739 -0.283
H 0.4094 3.7936 1.8874 0.125
H 0.3166 5.7628 4.0044 0.127
C 0.5238 3.1187 3.8306 -0.426
C -0.5823 1.4436 2.2860 -0.132
O -1.6131 3.6415 -0.3763 -0.207
C 3.1383 -5.0436 -0.0084 -0.335
H -2.2720 4.4461 1.8486 0.063
H 0.8998 -1.2829 -4.2831 0.135
H -1.1232 -1.3351 -5.8828 0.127
C 3.8849 -6.1673 0.3313 -0.046
H -2.0225 -2.7728 -2.4544 0.083
H 5.2068 -5.1366 3.2412 0.101
H 2.2685 -4.0870 -1.7205 0.009
C -4.5400 5.5133 -1.2258 -0.071
C -5.4245 5.8163 -2.2273 -0.127
C -0.0373 -1.8011 -4.0675 -0.203
H 1.3338 -5.4421 -1.1091 0.075
O 0.9398 3.3775 4.9535 0.053
C -0.7038 -0.7740 2.7869 -0.170
H 0.7937 6.0275 2.3072 0.128
H -2.1311 -1.4389 -4.4242 0.125
C -3.7915 3.4612 -2.3745 -0.405
H -0.8714 -2.7850 -1.0712 0.036
H 0.9820 0.8731 5.2167 0.120
H -6.1736 5.1883 -4.1528 0.094
C -3.6836 4.3928 -1.2789 -0.111
C 0.9411 5.3998 3.1835 -0.255
H 0.2546 -1.4610 4.5716 0.108
H -4.4705 6.1851 -0.3787 0.097
C -4.7151 3.8384 -3.4157 -0.030
Cs -1.2644 1.0665 -1.1050 1.189
C -0.9672 -2.8280 -2.1541 -0.138
H 2.3962 4.9561 4.3396 0.076
C -5.4897 4.9571 -3.3426 -0.112
C 5.4261 -7.4648 1.8481 -0.074
H -1.8844 2.0754 -4.9673 0.088
C 3.8858 -3.9799 2.0202 -0.340
C 2.3522 -5.0854 -1.2916 -0.122
H 6.1312 -7.7254 1.0551 0.070
Te 1.9170 -2.2220 0.4115 0.639
C -2.0741 1.0235 -5.1630 -0.115
H 3.8810 -7.0178 -0.3462 0.108
H 4.7736 -8.3284 1.9999 0.071
H 2.8247 -5.7612 -2.0080 0.065
H 0.0566 -2.8397 -4.4085 0.125
H -0.9088 -1.7747 2.4185 0.086
H -2.6900 5.9662 1.0553 0.086
C -2.9312 4.9022 1.1120 -0.016
H 5.9956 -7.3118 2.7658 0.064
H -2.1365 0.8525 -6.2462 0.087
C 0.4178 0.6721 4.3164 0.007
H -4.7774 3.1648 -4.2624 0.101
N 0.5000 4.0611 2.8535 0.097
H -0.5529 -3.7866 -2.4872 0.085
C 0.1079 1.7241 3.4596 -0.106
H -3.0279 0.7629 -4.6952 0.083
H -0.8268 2.2389 1.5789 0.057
C 3.1172 -3.9236 0.8437 -0.587
O -1.0089 0.2827 -4.6036 -0.208
C 3.9225 -2.8277 2.9836 -0.134
H 4.5947 -3.0410 3.8176 0.062
C 4.6347 -6.2328 1.4980 -0.300
H -3.9678 4.8077 1.4305 0.083
C 0.0087 -0.6011 3.9645 -0.045
O 2.2991 5.4694 3.5263 -0.035
H 4.2395 -1.9110 2.4829 0.049
C -2.6818 4.2404 -0.2369 -0.409
N -0.9754 0.2211 1.9436 0.005
C -1.1571 -1.1014 -4.8081 -0.221
H 2.9202 -2.6194 3.3652 0.042
C 4.6234 -5.1209 2.3246 -0.044
O -3.1780 2.3601 -2.4431 -0.307
H -6.0463 6.6995 -2.1696 0.084

69
Properties=species:S:1:pos:R:3:nbo_charge:R:1 method="wB97M-V/def2-TZVPD" energy_ha=-1497.6024 e_above_lowest_kcal_mol=0.0 orbital_gap_ev=3.9661 charge=-1
C -0.1510 -3.5535 0.5682 -0.267
C 2.8471 -0.6719 3.2041 -0.618
H 0.4799 0.2145 4.6729 0.188
H 0.3310 -4.5202 0.4369 0.185
H 3.4101 -0.3005 4.0740 0.177
H -2.7736 0.5687 -1.1019 0.234
C -2.3651 -4.4987 3.3194 -0.189
C 2.4795 0.8285 1.1262 -0.158
C -0.5917 -1.4636 -0.6985 -0.067
H -2.7952 -5.4138 3.7301 0.203
C 2.0587 -0.5200 -3.2846 -0.646
H 3.0661 -0.7123 -0.2594 0.169
C 0.0703 -3.3454 -1.8331 -0.094
H 0.3662 -4.3662 -1.9436 0.218
C -0.1379 -2.3896 -2.7227 -0.060
H -0.9674 3.5792 -5.9077 0.211
C 0.9051 1.5070 -4.1695 -0.165
H -3.6084 1.2583 1.3632 0.395
H 3.7994 0.8890 -0.5411 0.190
H 1.7894 3.7154 -0.3493 0.182
H -3.5319 1.3178 -2.5088 0.209
C -0.3612 0.0450 -2.7209 0.194
H 0.4343 4.2756 2.4525 0.178
H -0.2847 1.8015 4.4347 0.192
H -0.8688 3.1379 2.8331 0.189
H 2.1043 -1.3922 3.5778 0.190
H -0.5443 3.6034 1.1377 0.193
H 2.2781 2.2426 -1.2056 0.186
C -1.0079 -3.3520 1.6700 0.186
C -1.4805 0.8866 -2.8341 -0.004
H 1.3581 1.6942 5.0878 0.180
C 0.8428 0.3464 -3.3932 -0.022
C 1.6425 1.9316 0.8105 -0.078
C -0.0791 3.3631 2.1038 -0.620
C -0.1906 2.3617 -4.3121 -0.021
H 2.3518 -0.7266 -2.2448 0.253
H 0.7979 3.5382 -5.8110 0.210
N -3.3490 0.2770 1.4804 -1.121
H -3.1987 -0.4206 -2.5164 0.217
H -0.0360 -2.4058 -3.7885 0.218
C 1.5600 2.6481 -0.4848 -0.637
In -1.0428 -0.2658 0.9713 0.642
C -1.3613 2.0547 -3.6035 -0.212
C 1.2170 1.3066 2.9902 -0.131
H 4.3489 -0.1191 0.8127 0.192
H 0.5569 2.5792 -0.9337 0.189
C -2.6700 -3.2446 3.8741 -0.355
C -2.8021 0.5551 -2.2024 -0.635
N -0.4335 -1.2107 -2.0436 -0.402
H 1.8413 1.7318 -4.6890 0.195
H -1.1566 -5.4865 1.7926 0.204
H -2.2188 2.7242 -3.6824 0.201
H -3.3119 -3.1449 4.7534 0.207
H -0.1365 4.4977 -4.6553 0.222
C 3.4670 0.1873 0.2341 -0.614
C -1.4987 -4.5584 2.2570 -0.237
C 0.8753 2.2415 1.9701 -0.130
C 0.6601 1.2520 4.3600 -0.618
H 3.5490 -1.2082 2.5557 0.193
H -3.9857 -0.3099 0.9418 0.365
N -0.2202 -2.8044 -0.5702 -0.311
N -1.3859 -2.1258 2.1725 -0.654
H 2.8972 0.0115 -3.7501 0.212
C -2.1341 -2.0858 3.3077 0.064
H 1.9558 -1.4749 -3.8141 0.210
H -2.3036 -1.1054 3.7782 0.201
C 2.2094 0.4389 2.4678 -0.138
C -0.1198 3.5581 -5.2164 -0.626
H -3.4466 0.0274 2.4699 0.386

79
Properties=species:S:1:pos:R:3:lowdin_charge:R:1 method="wB97M-V/def2-TZVPD" energy_ha=-2644.9239 e_above_lowest_kcal_mol=100.1 orbital_gap_ev="5.0612 / 3.8605" s2=0.756 spin_multiplicity=2 charge=+4
C 1.4497 -2.0657 -0.6033 -0.532
H 2.2365 0.5858 7.7010 0.189
C 1.5164 -0.5099 4.5038 -0.221
C -2.2065 0.3105 1.0596 -0.311
C 1.8330 3.4119 0.2190 -0.655
H 3.0776 2.6870 -3.6295 0.101
N -0.8984 1.4916 -0.5083 -0.036
C 4.7229 -2.0555 1.2416 -0.006
H -4.5988 0.2538 -4.2203 0.103
H 0.5524 1.2327 3.8704 0.067
H -4.2408 -0.4841 -1.2735 0.046
H 0.5494 -0.9359 4.7786 0.118
H -3.0541 -0.3311 -4.8447 0.101
N 1.2908 0.6049 3.5681 -0.050
H 3.3589 0.8520 2.3292 0.081
H -2.7299 -3.8624 -4.1164 0.124
C -0.8975 -3.8341 -3.0712 -0.027
H 3.8166 -3.4159 -0.1270 0.126
C -2.1090 -3.3312 -3.4113 0.031
C -1.5471 -1.1997 2.3900 -0.076
N 2.8911 4.7979 -1.2436 0.214
H 5.6251 -2.6431 1.3395 0.138
N 0.4089 -1.2991 -0.6790 0.009
C -2.1121 1.3716 0.0389 -0.228
H 4.5665 2.4743 -2.6791 0.104
H 2.0483 1.0581 -1.8523 0.149
H -4.1469 2.0412 0.1057 0.149
C -3.6396 -0.1845 -3.9363 -0.021
N 2.3870 2.7176 -0.8017 -0.078
H -3.5340 -1.7399 2.8522 0.197
H 2.0630 -1.2930 3.9772 0.122
H -0.5325 -4.7651 -3.4879 0.134
S 0.9105 2.7756 1.5228 0.771
H -4.9280 -2.1170 -1.3336 0.099
H -0.9786 -1.8993 2.9824 0.151
H 1.3526 1.4546 6.6226 0.175
C -4.7350 -1.2185 -1.9210 -0.026
H -4.2942 -2.5682 -5.0943 0.098
H -5.7313 -1.9487 -4.2986 0.101
H 4.1801 4.0455 -3.3904 0.117
N -2.8710 -1.1620 2.3488 0.107
C 4.5836 -0.8525 1.9236 -0.024
C -4.7659 -2.4233 -4.1214 -0.037
C 3.6989 -2.4819 0.4149 0.008
C -0.5580 -1.8632 -1.5621 -0.253
C -0.1082 -3.0936 -2.1379 -0.457
C -1.7720 -1.3789 -1.9078 0.020
N -3.0571 3.0572 -1.3409 0.178
S 1.4193 -3.5046 -1.5889 1.242
N -3.3183 -0.2041 1.4979 0.210
H -4.9609 -3.3965 -3.6689 0.100
C -1.8482 3.1485 -1.9061 -0.040
H -2.1410 -0.4498 -1.5058 0.075
C 3.4195 -0.0896 1.8045 -0.132
H -1.7298 3.8645 -2.7112 0.141
H 0.1893 2.4746 -1.9803 0.107
N 2.2985 1.3185 -0.8916 0.106
H 3.2313 0.9391 -0.6904 0.146
N 1.6280 0.5011 6.8774 0.213
C -3.1759 2.1493 -0.3651 -0.008
H 2.6700 -1.1799 6.1948 0.146
N -1.0769 -0.2637 1.5713 0.007
C 2.5383 -1.7185 0.2757 -0.238
H 1.9148 5.4783 0.4599 0.194
Ir 0.7867 0.4993 0.6934 1.341
C 3.0324 3.5955 -1.6846 -0.273
C -2.5973 -2.0974 -2.8404 -0.096
C -0.7725 2.3816 -1.4969 -0.090
C 3.7544 3.1640 -2.9163 0.040
H 5.3906 -0.4989 2.5550 0.130
H -5.7003 -0.8052 -2.2187 0.102
N 2.1532 4.6512 -0.0750 0.101
C 2.3479 -0.2394 5.7529 -0.102
H -3.1153 0.5320 -3.2946 0.058
H 2.1195 1.1676 3.4486 0.017
C -3.9314 -1.5165 -3.2054 -0.552
H 3.2355 0.3504 5.5318 0.140
C 2.3787 -0.5252 0.9885 -0.359
H 0.7861 0.0072 7.1920 0.181

77
Properties=species:S:1:pos:R:3:lowdin_charge:R:1 method="wB97M-V/def2-TZVPD" energy_ha=-4155.3639 e_above_lowest_kcal_mol=14.5 orbital_gap_ev="6.2629 / 4.7271" s2=3.797 spin_multiplicity=4 charge=+4
H -2.6242 -0.1617 -6.7168 0.131
C -2.3948 1.3947 2.0063 -0.415
H -3.7980 -0.7253 -4.6143 0.125
H -1.2431 -7.3829 -2.1361 0.136
H 4.6052 -2.0758 -0.3561 0.167
H -0.1522 -0.1877 -6.8134 0.128
H 3.4431 1.4084 0.1463 0.142
C 0.0738 -0.8634 -4.7997 -0.091
N -0.9793 3.9737 -0.5168 -0.088
C -2.7179 -0.7606 -4.6595 -0.033
C -1.3355 -5.5170 -1.0716 -0.013
C 1.4035 1.5409 3.7986 -0.080
C -0.9676 -4.1822 -1.0526 -0.084
H -1.9133 -5.9216 -0.2513 0.129
C -0.9247 3.0440 0.4501 -0.411
C 4.1131 -2.0779 1.6589 -0.071
C -2.0522 -0.4329 -5.8393 -0.013
C -3.6035 -0.4085 2.3165 0.015
C -1.9989 -1.1616 -3.5489 -0.083
N -3.6105 0.9557 2.3713 -0.086
C -0.2958 2.6536 3.0258 -0.408
N -0.0465 2.0947 0.1065 -0.042
H 3.0466 -0.0607 -0.7514 0.064
H -4.4698 -1.0040 2.5525 0.152
N 2.5572 -0.1385 1.2781 -0.089
P 0.2957 -1.9652 -2.2718 0.268
H 5.3535 0.2908 1.2467 0.152
H -1.4915 4.2511 5.1303 0.108
H -2.5138 -1.4461 -2.6385 0.109
H 2.9057 0.2905 2.1333 0.093
H 1.1536 -0.9022 -4.8546 0.078
C 3.4481 0.3200 0.1869 -0.166
H 2.2729 -2.0842 0.5564 0.074
S -0.2061 -1.0207 -0.4772 0.461
N 0.4918 1.5985 2.7740 -0.037
H -4.9790 2.5082 1.9865 0.105
C -2.3562 -0.7810 1.9082 -0.096
C -1.8171 5.1737 -0.5184 0.023
H -1.5227 5.8499 0.2824 0.107
H 2.0801 -1.9365 2.3041 0.141
H -0.0017 -6.4530 -4.0670 0.135
H -5.6119 1.1571 2.9343 0.113
H -0.5362 5.2572 4.0253 0.102
C -0.2649 -5.8254 -3.2265 -0.014
H 2.1497 0.7713 3.8963 0.111
C -4.7452 1.7897 2.7692 0.024
C 0.1028 -4.4897 -3.2325 -0.059
H -1.2585 -3.5460 -0.2286 0.070
H 5.9188 -1.9446 0.6219 0.205
C 1.1668 2.5693 4.6606 0.012
H 1.6660 2.8364 5.5773 0.154
P -1.7943 3.1257 2.0641 1.247
C -0.6055 -1.2163 -3.6319 -0.402
H -1.6970 5.6891 -1.4663 0.112
N -1.6095 0.3534 1.7173 -0.087
H 4.1337 -3.1646 1.7289 0.156
C -0.6663 -0.4658 -5.9032 -0.033
C 0.4549 2.4344 -1.1229 -0.080
H -4.5256 2.3224 3.6928 0.106
H 0.6370 -4.0796 -4.0818 0.112
H 1.1836 1.8359 -1.6418 0.112
C 2.6727 -1.6100 1.4495 -0.177
C -0.2578 -3.6790 -2.1382 -0.372
H -2.8647 4.9086 -0.3927 0.104
S 2.2627 -2.0330 -2.5973 0.518
C -0.9699 -6.3355 -2.1464 0.011
C -0.1197 3.6067 -1.5125 0.011
C -0.4889 4.4550 4.7587 0.023
N 0.0999 3.2553 4.1610 -0.086
H -1.9662 -1.7729 1.7627 0.101
N 4.9497 -1.6339 0.5014 0.082
Mn 0.2809 0.4119 1.1371 0.590
H 0.1308 4.7816 5.5881 0.113
C 4.8949 -0.1440 0.3581 -0.068
H 4.5510 -1.6687 2.5698 0.151
H 5.4817 0.1620 -0.5072 0.155
H 0.0164 4.1885 -2.4088 0.151